1.
Entry from the Open Molecules 2025 dataset: 9 unconnected molecules or ions with the total composition H20NO8 (ωB97M-V/def2-TZVPD).

Element x y z (Å)
N1 0.25188 0.35293 0.26820
H1 -0.47940 0.55848 -0.42497
H2 0.86413 1.18283 0.34309
H3 0.74378 -0.53004 0.13107
H4 -0.32463 0.27336 1.11517
O1 -2.57857 0.79402 0.07052
H5 -2.59863 1.71350 0.34235
H6 -2.82325 0.30217 0.86508
O2 0.81871 -2.59889 0.36960
H7 0.44065 -3.37348 0.81034
H8 1.73448 -2.84843 0.16887
O3 -1.14006 -2.04970 -1.52937
H9 -1.79117 -2.76025 -1.49754
H10 -0.36579 -2.37131 -1.01817
O4 2.69251 -1.01538 -2.25962
H11 1.79513 -0.63032 -2.32910
H12 2.56400 -1.96516 -2.35129
O5 -0.06389 -0.50630 2.94976
H13 -0.00739 0.06611 3.72510
H14 0.38143 -1.32003 3.21449
O6 0.14273 -0.22985 -3.16237
H15 -0.62097 -0.71686 -2.80454
H16 0.35027 -0.65559 -4.00340
O7 -1.49412 2.42920 2.25552
H17 -0.91564 2.94040 2.83509
H18 -2.10362 3.08802 1.90037
O8 1.31545 2.98387 0.15818
H19 0.99406 3.61748 -0.49607
H20 2.21792 3.26923 0.35363

Results
* ΔE to the lowest compared entry with this formula, charge and spin: 21.5 kJ/mol
* E: -18190.03491 eV
* max |F|: 0.021 Eh/bohr
* net charge: +1
* 2S+1: 1
* HOMO level: -0.511 hartree

2.
Entry from the Open Molecules 2025 dataset: a single Cl2H3N2OP molecule (ωB97M-V/def2-TZVPD).

Element x y z (Å)
N1 1.32232 0.06528 0.92666
N2 0.55411 -0.25983 -0.20311
P1 -0.92439 0.24315 -0.56428
O1 -1.32907 1.59726 -0.19565
Cl1 -2.07871 -1.16660 0.19231
Cl2 -0.97252 -0.07187 -2.45658
H1 1.83287 0.89340 0.98615
H2 0.90540 -0.13894 1.84973
H3 0.68998 -1.16184 -0.53524

Results
* ΔE to the lowest compared entry with this formula, charge and spin: 14.7 kJ/mol
* E: -39411.44413 eV
* max |F|: 0.059 Eh/bohr
* net charge: 0
* 2S+1: 1
* SMILES string: NNP(=O)(Cl)Cl
* HOMO level: -0.382 hartree

3.
Entry from the Open Molecules 2025 dataset: a molecular structure, Br2N2O6Pb (ωB97M-V/def2-TZVPD).

Element x y z (Å)
Pb1 0.61202 -0.47752 0.47948
Br1 0.76502 -1.09329 -2.11851
Br2 1.32754 1.13513 2.60256
N1 -1.96018 -2.69920 0.86071
O1 -1.07486 -2.08607 1.43445
O2 -3.16688 -2.28526 1.01310
O3 -1.59826 -3.29309 -0.17361
N2 1.34825 2.55125 -1.16308
O4 0.51526 1.92856 -0.51469
O5 2.32205 2.90624 -0.51981
O6 0.91004 3.41324 -1.90061

Results
* ΔE to the lowest compared entry with this formula, charge and spin: 108.8 kJ/mol
* E: -160593.14117 eV
* max |F|: 0.150 Eh/bohr
* net charge: -2
* 2S+1: 1
* HOMO level: -0.071 hartree

4.
Entry from the Open Molecules 2025 dataset: a molecular structure, C51H55AsBr4N6O5Ti (ωB97M-V/def2-TZVPD).

Element x y z (Å)
Ti1 0.60909 -0.04266 -0.41170
C1 -2.53691 -3.67761 2.88509
C2 -1.60286 -2.48994 3.14372
C3 -2.17340 -1.59101 4.23840
C4 -0.20093 -2.98415 3.40752
C5 0.18729 -3.30834 4.69795
C6 1.43789 -3.85309 4.95327
C7 2.26593 -4.11848 3.88170
C8 1.91035 -3.82446 2.56120
C9 2.91604 -4.34862 1.53174
C10 2.95596 -3.76137 0.12393
C11 2.73405 -5.87033 1.41937
C12 0.67983 -3.18382 2.31995
N1 0.33545 -2.65923 1.05412
C13 -0.34376 -3.40463 0.23666
O1 -0.82421 -4.56391 0.35718
C14 -0.52735 -2.77480 -1.14590
C15 -0.67031 -3.65416 -2.21069
C16 -0.75869 -3.17135 -3.50133
C17 -0.76348 -1.80247 -3.69950
C18 -0.65119 -0.97042 -2.60524
N2 -0.52486 -1.44605 -1.34123
C19 -0.90163 0.51914 -2.82562
O2 -0.95069 0.92742 -3.99003
N3 -1.17825 1.17586 -1.69848
C20 -2.04603 2.28403 -1.98838
C21 -1.71002 3.63928 -1.81525
C22 -2.57421 4.63094 -2.28269
C23 -3.76737 4.33281 -2.90613
C24 -4.13323 3.00457 -3.01602
C25 -3.31693 1.98133 -2.55634
C26 -3.87965 0.56934 -2.69291
C27 -5.28710 0.47635 -2.09569
C28 -3.93167 0.10106 -4.15308
C29 -0.48172 4.09836 -1.06496
C30 -0.91958 4.49867 0.34792
C31 0.22255 5.28142 -1.73329
H1 -3.54944 -3.32072 2.66891
H2 -2.18372 -4.27209 2.03971
H3 -2.58012 -4.32209 3.77043
H4 -1.55017 -1.90532 2.23037
H5 -2.40916 -2.15859 5.14581
H6 -1.47664 -0.78974 4.48860
H7 -3.09890 -1.13021 3.88602
H8 -0.50024 -3.13287 5.51739
H9 1.75885 -4.06383 5.96723
H10 3.23851 -4.57119 4.05899
H11 3.90250 -4.15804 1.97133
H12 2.12011 -4.12116 -0.47260
H13 2.94105 -2.67469 0.10483
H14 3.87539 -4.10147 -0.36449
H15 1.73741 -6.07650 1.01949
H16 3.47888 -6.29666 0.73826
H17 2.82423 -6.36528 2.38874
H18 -0.68798 -4.70591 -1.97000
H19 -0.82828 -3.85080 -4.34251
H20 -0.85958 -1.33360 -4.66854
H21 -2.29289 5.66931 -2.15850
H22 -4.40580 5.12098 -3.28978
H23 -5.07893 2.75005 -3.48234
H24 -3.23329 -0.10180 -2.12640
H25 -6.01012 1.01400 -2.71511
H26 -5.60798 -0.56852 -2.04191
H27 -5.31950 0.89565 -1.09193
H28 -4.64999 0.70822 -4.71412
H29 -2.96029 0.19573 -4.63447
H30 -4.25584 -0.94318 -4.20844
H31 0.21573 3.26593 -0.99357
H32 -1.61695 5.34400 0.29060
H33 -1.42692 3.67142 0.83591
H34 -0.06901 4.77557 0.96717
H35 1.19434 5.45789 -1.26700
H36 0.38230 5.10916 -2.79817
H37 -0.35132 6.20549 -1.62023
C32 -4.67096 0.76454 1.77025
C33 -3.75991 1.63588 2.35570
C34 -2.40111 1.49101 2.12775
C35 -1.92511 0.49247 1.27754
C36 -2.84213 -0.35732 0.66846
C37 -4.19802 -0.23413 0.93034
N4 -0.53154 0.26959 1.15713
N5 0.07192 0.45109 2.39649
C38 1.32197 0.13400 2.36706
C39 2.09847 0.11661 3.58196
C40 3.36867 -0.33408 3.55818
C41 3.94802 -0.76758 2.31874
C42 3.20034 -0.68850 1.18916
N6 1.92032 -0.22507 1.16976
H38 -5.73191 0.85658 1.97125
H39 -4.10882 2.42429 3.01355
H40 -1.67693 2.12336 2.62102
H41 -2.48115 -1.15555 0.03647
H42 -4.88862 -0.93851 0.48240
H43 1.60338 0.42001 4.49482
H44 3.94635 -0.38514 4.47529
H45 4.95489 -1.15952 2.26878
H46 3.58971 -1.00218 0.23146
Br1 2.57871 1.30849 -6.70388
C43 2.49432 0.48733 -5.00073
C44 2.74638 -0.87348 -4.85975
Br2 3.17694 -1.94133 -6.36420
C45 2.65125 -1.46687 -3.59685
Br3 3.03061 -3.28928 -3.29642
C46 2.23696 -0.73574 -2.49240
O3 2.05500 -1.21133 -1.28003
C47 2.00061 0.66576 -2.63001
O4 1.65396 1.27449 -1.50537
C48 2.15800 1.24799 -3.87632
Br4 1.81914 3.09815 -3.98616
C49 2.98778 5.29398 1.41808
As1 2.99502 3.42413 0.91337
C50 3.79387 3.38365 -0.82989
C51 4.37965 2.70928 2.04074
O5 1.52590 2.72927 1.14199
H47 2.61225 5.91473 0.60681
H48 3.99445 5.61142 1.69166
H49 2.32188 5.38494 2.27478
H50 4.74630 3.91381 -0.77315
H51 3.94744 2.34431 -1.11544
H52 3.13617 3.84499 -1.56173
H53 5.27499 3.32667 1.95182
H54 4.59375 1.68216 1.74768
H55 4.01617 2.70185 3.06687

Results
* ΔE to the lowest compared entry with this formula, charge and spin: 137.9 kJ/mol
* E: -437087.42530 eV
* max |F|: 0.027 Eh/bohr
* net charge: -2
* 2S+1: 1
* HOMO level (alpha / beta): -0.058 / -0.058 hartree